{"formula": "C39H65BF13NO11S", "method": "the ωB97M-V functional and the def2-TZVPD basis", "e_lumo_ev": 3.1, "orbital_gap_ev": 4.550, "e_homo_ev": -1.46, "charge": -2, "species": ["C", "C", "C", "C", "C", "C", "C", "N", "C", "C", "O", "B", "C", "C", "O", "O", "O", "C", "C", "C", "C", "F", "F", "C", "F", "F", "C", "F", "F", "C", "F", "F", "S", "F", "F", "F", "F", "F", "C", "O", "O", "H", "H", "H", "H", "H", "H", "H", "H", "H", "H", "H", "H", "H", "H", "H", "C", "C", "O", "C", "C", "H", "H", "H", "H", "H", "H", "H", "H", "H", "H", "C", "C", "O", "C", "C", "H", "H", "H", "H", "H", "H", "H", "H", "H", "H", "C", "C", "O", "C", "C", "H", "H", "H", "H", "H", "H", "H", "H", "H", "H", "C", "C", "O", "C", "C", "H", "H", "H", "H", "H", "H", "H", "H", "H", "H", "C", "C", "O", "C", "C", "H", "H", "H", "H", "H", "H", "H", "H", "H", "H"], "xyz": [[4.334, -2.163, -0.621], [4.350, -2.152, -1.835], [4.294, -1.715, -3.330], [3.657, -0.291, -3.599], [4.540, 0.775, -2.848], [5.583, 1.591, -3.569], [6.370, 2.515, -2.732], [6.325, 2.760, -1.387], [5.376, 2.050, -0.699], [4.509, 1.079, -1.394], [3.984, -0.064, -4.991], [2.943, 0.790, -5.653], [3.666, 2.118, -6.383], [4.705, 1.545, -7.409], [4.454, 0.664, -8.216], [6.021, 2.071, -7.471], [2.058, 1.092, -4.521], [2.070, -0.114, -3.694], [1.227, 0.366, -2.454], [1.013, -0.731, -1.325], [-0.419, -1.363, -1.279], [-1.010, -1.364, -2.531], [-1.267, -0.548, -0.461], [-0.448, -2.836, -0.583], [-1.514, -3.044, 0.290], [0.713, -2.956, 0.206], [-0.299, -4.001, -1.688], [0.707, -3.581, -2.510], [0.220, -5.102, -0.966], [-1.652, -4.474, -2.332], [-2.071, -5.587, -1.580], [-2.709, -3.584, -2.188], [-1.647, -5.021, -4.131], [-1.068, -3.621, -4.675], [-0.199, -5.753, -4.035], [-2.357, -6.474, -3.709], [-3.181, -4.395, -4.312], [-1.744, -5.526, -5.693], [1.219, -1.125, -4.608], [1.595, -2.291, -4.905], [0.070, -0.705, -5.117], [4.246, -2.289, 0.477], [3.830, -2.555, -3.913], [5.376, -1.652, -3.674], [5.782, 1.497, -4.664], [7.169, 3.088, -3.294], [5.274, 2.163, 0.419], [3.777, 0.513, -0.748], [2.473, 0.241, -6.614], [2.862, 2.658, -6.964], [4.130, 2.824, -5.637], [6.537, 1.512, -8.084], [0.221, 0.739, -2.821], [1.736, 1.290, -2.035], [1.778, -1.538, -1.497], [1.220, -0.255, -0.327], [-2.426, -0.921, 2.510], [-1.739, 0.432, 2.552], [-2.583, 1.510, 2.178], [-3.740, 1.715, 2.974], [-3.427, 2.000, 4.434], [-2.830, -1.114, 1.514], [-1.718, -1.713, 2.761], [-3.258, -0.976, 3.217], [-0.912, 0.423, 1.840], [-1.297, 0.623, 3.536], [-4.422, 0.862, 2.878], [-4.262, 2.577, 2.551], [-2.920, 1.162, 4.914], [-4.348, 2.195, 4.990], [-2.775, 2.873, 4.521], [-0.828, 6.335, 2.073], [-0.638, 5.035, 2.837], [0.717, 4.757, 3.152], [1.386, 5.707, 3.961], [0.742, 5.904, 5.324], [-0.241, 6.326, 1.151], [-1.880, 6.476, 1.819], [-0.506, 7.202, 2.656], [-0.989, 4.208, 2.216], [-1.249, 5.018, 3.747], [1.477, 6.660, 3.429], [2.403, 5.335, 4.103], [-0.274, 6.294, 5.244], [1.324, 6.611, 5.921], [0.688, 4.954, 5.862], [-5.747, -10.454, -3.493], [-6.044, -10.293, -2.011], [-4.895, -10.390, -1.188], [-3.869, -9.432, -1.420], [-4.323, -7.996, -1.225], [-5.252, -11.410, -3.682], [-6.672, -10.417, -4.073], [-5.089, -9.667, -3.864], [-6.718, -11.095, -1.697], [-6.572, -9.353, -1.817], [-3.437, -9.575, -2.415], [-3.075, -9.652, -0.704], [-5.107, -7.716, -1.931], [-3.485, -7.311, -1.371], [-4.721, -7.854, -0.217], [-2.393, -3.782, 5.721], [-1.804, -2.492, 6.265], [-2.774, -1.486, 6.512], [-3.787, -1.800, 7.453], [-3.250, -2.120, 8.839], [-2.950, -3.589, 4.801], [-1.600, -4.502, 5.506], [-3.083, -4.247, 6.429], [-1.113, -2.082, 5.526], [-1.213, -2.680, 7.169], [-4.412, -2.617, 7.077], [-4.432, -0.922, 7.518], [-2.611, -3.004, 8.836], [-4.075, -2.308, 9.531], [-2.657, -1.286, 9.221], [3.251, 7.750, 1.328], [3.723, 8.743, 0.279], [2.891, 8.796, -0.867], [1.541, 9.172, -0.651], [1.386, 10.554, -0.038], [3.170, 6.749, 0.900], [3.953, 7.719, 2.164], [2.269, 8.015, 1.726], [4.712, 8.441, -0.073], [3.841, 9.744, 0.710], [1.029, 8.416, -0.047], [1.057, 9.164, -1.630], [1.837, 10.615, 0.954], [0.327, 10.809, 0.062], [1.868, 11.308, -0.665]], "forces_ev_per_a": [[-0.175, -0.719, 0.693], [-0.348, 1.486, -1.001], [0.942, -1.153, 1.270], [0.889, -0.382, -2.187], [1.760, 2.647, 1.695], [-0.958, -0.326, 3.279], [-0.174, -0.829, -1.335], [-1.501, -1.337, -0.553], [-0.687, -1.470, -2.419], [0.284, 0.237, -0.350], [0.362, -0.806, 1.158], [0.316, 0.083, -0.152], [1.183, 0.601, -0.331], [-0.667, -0.435, -0.820], [0.266, 1.041, 0.840], [-0.687, 0.116, 0.884], [0.242, -0.217, 0.596], [-1.298, 2.525, -0.729], [-0.279, 0.173, 0.246], [0.415, 0.138, -0.318], [-0.286, 1.185, 0.257], [0.586, -0.688, 1.979], [1.017, -1.146, -1.001], [0.660, 0.215, 0.209], [1.395, 0.203, -1.579], [-1.858, 0.258, -1.037], [2.010, 0.205, 1.856], [-1.872, -0.788, 0.559], [-0.911, 1.262, -1.328], [-2.350, -0.717, 1.687], [0.934, 1.853, -0.904], [2.535, -0.848, 0.018], [-1.287, -0.180, -3.603], [-0.219, -1.928, 1.378], [-1.379, 1.185, 0.343], [0.760, 1.460, -0.654], [1.624, -1.102, 0.077], [0.151, 0.381, 1.738], [-3.548, -1.318, -2.598], [1.236, 0.685, 1.448], [3.225, 0.102, 2.526], [0.212, 0.190, -1.622], [-0.073, 1.236, 0.334], [-1.260, 0.050, 0.381], [-0.329, 0.087, 1.281], [-0.994, -0.580, 0.798], [0.240, 0.048, -1.418], [0.868, 0.717, -0.868], [-0.462, -0.482, 0.101], [0.881, -0.557, 0.459], [-0.222, -0.486, -0.916], [-0.749, 0.059, 0.254], [1.289, -0.629, 0.060], [-0.437, -1.216, -0.310], [-0.855, 0.663, 0.350], [-0.341, -0.743, -0.768], [-0.309, 0.011, 0.082], [0.110, -0.179, 0.035], [-0.137, 0.326, -0.087], [0.188, -0.103, 0.004], [0.102, -0.059, 0.135], [0.147, 0.012, 0.032], [0.000, 0.032, -0.067], [0.095, -0.029, 0.108], [-0.168, 0.204, -0.058], [-0.064, -0.052, 0.079], [-0.002, -0.042, 0.093], [0.156, -0.040, -0.166], [-0.091, -0.030, 0.014], [0.025, 0.008, -0.051], [-0.051, -0.010, -0.035], [0.135, 0.162, 0.045], [-0.076, 0.028, -0.133], [0.167, -0.156, 0.025], [-0.133, -0.006, 0.001], [-0.105, 0.009, 0.069], [-0.067, -0.066, 0.025], [0.041, -0.047, -0.010], [-0.088, 0.005, 0.021], [0.202, -0.067, 0.104], [-0.028, 0.093, 0.024], [-0.043, 0.059, 0.074], [-0.081, -0.125, -0.157], [0.038, 0.063, -0.001], [-0.002, -0.048, -0.040], [0.038, 0.038, -0.034], [0.145, 0.056, -0.075], [0.046, 0.045, -0.071], [-0.028, -0.274, 0.184], [-0.024, 0.222, -0.068], [-0.058, 0.045, 0.006], [-0.063, 0.023, 0.031], [0.020, -0.013, 0.039], [-0.098, 0.020, -0.002], [0.153, 0.000, 0.136], [0.021, 0.052, -0.088], [-0.026, 0.069, -0.028], [-0.145, -0.172, 0.015], [0.085, 0.040, -0.058], [-0.129, -0.133, 0.002], [0.051, -0.032, -0.023], [-0.177, -0.035, 0.039], [0.007, -0.148, -0.071], [-0.033, 0.267, -0.043], [0.084, -0.078, 0.001], [0.093, -0.048, 0.064], [0.098, 0.010, 0.016], [-0.017, 0.061, -0.018], [0.086, -0.039, 0.021], [-0.154, 0.170, 0.061], [-0.030, -0.063, 0.034], [0.014, -0.067, 0.060], [0.129, 0.043, -0.161], [-0.071, -0.030, 0.008], [0.028, 0.032, -0.050], [-0.059, -0.016, -0.026], [-0.160, -0.054, -0.014], [-0.018, -0.073, 0.094], [0.040, 0.063, -0.210], [0.042, -0.007, 0.089], [0.055, 0.082, 0.082], [0.053, 0.054, 0.025], [0.000, -0.005, -0.049], [0.055, 0.051, 0.037], [-0.139, 0.018, -0.173], [-0.046, 0.017, 0.075], [-0.026, 0.045, 0.069], [0.191, -0.097, -0.024], [-0.071, -0.025, 0.022], [0.050, -0.030, -0.033], [-0.044, -0.045, -0.003]], "lowdin_charge": [0.038, -0.115, -0.078, -0.288, -0.031, 0.044, -0.171, -0.020, -0.164, -0.021, -0.052, -0.712, -0.025, -0.471, 0.042, -0.001, -0.012, -0.239, -0.070, -0.061, -0.308, 0.099, 0.029, -0.227, 0.086, 0.071, -0.276, 0.142, 0.079, -0.313, 0.041, 0.091, 0.930, -0.103, -0.132, -0.203, -0.181, -0.160, -0.573, -0.063, -0.113, 0.035, 0.115, 0.129, 0.102, 0.092, 0.090, 0.082, 0.113, 0.108, 0.086, 0.092, 0.134, 0.119, 0.101, 0.124, -0.081, -0.270, -0.156, -0.278, -0.077, 0.073, 0.073, 0.061, 0.111, 0.106, 0.105, 0.114, 0.057, 0.072, 0.067, -0.077, -0.272, -0.149, -0.283, -0.083, 0.079, 0.077, 0.062, 0.122, 0.098, 0.083, 0.121, 0.062, 0.073, 0.081, -0.083, -0.290, -0.168, -0.270, -0.069, 0.079, 0.074, 0.068, 0.113, 0.105, 0.108, 0.119, 0.071, 0.055, 0.083, -0.077, -0.277, -0.170, -0.282, -0.085, 0.080, 0.080, 0.063, 0.116, 0.105, 0.106, 0.117, 0.063, 0.074, 0.080, -0.082, -0.279, -0.151, -0.274, -0.086, 0.095, 0.079, 0.049, 0.121, 0.102, 0.097, 0.121, 0.061, 0.073, 0.078]}